[1]
ORCA calculation (the ωB97M-V functional and the def2-TZVPD basis) on a molecular structure, C30H84F3O15S13Tl at a distorted geometry.

Its largest force on an atom is 0.0704 hartree/bohr. The energy above the lowest of the compared OMol25 structures with the same formula, charge and spin comes out at 0.000 eV. The value obtained for the HOMO energy is -12.328 eV. The value obtained for the LUMO energy is -10.75 eV.

ORCA input file:
```
! wB97M-V def2-TZVPD RIJCOSX def2/J DEFGRID3
* xyz 2 1
Tl 3.778 -2.977 -2.817
C 0.306 -0.433 -1.888
O 0.047 -0.465 -0.479
O 1.417 -1.250 -2.167
C -1.020 -0.612 -2.758
F -1.308 -1.927 -2.738
F -2.052 0.105 -2.351
F -0.901 -0.299 -4.022
C 0.294 0.564 0.419
C -0.354 0.211 1.686
H -0.633 -0.840 1.766
H 0.161 0.502 2.601
H -1.203 0.881 1.822
H -0.245 1.401 -0.024
H 1.313 0.951 0.425
H 0.594 0.596 -2.101
C -0.147 -4.950 -4.498
S 0.930 -4.112 -5.747
O 2.014 -3.338 -4.990
C 1.831 -5.540 -6.525
H -0.725 -4.138 -4.058
H 0.298 -5.637 -3.778
H -0.914 -5.573 -4.956
H 1.172 -6.284 -6.974
H 2.267 -6.177 -5.755
H 2.485 -5.330 -7.371
C -3.849 2.528 -0.368
S -5.566 1.867 -0.617
O -6.439 2.875 -1.361
C -6.202 1.771 1.075
H -3.443 2.100 0.549
H -3.808 3.617 -0.366
H -3.189 2.079 -1.111
H -5.571 1.047 1.591
H -7.241 1.450 1.141
H -6.067 2.725 1.585
C 5.657 0.858 0.696
S 4.175 0.271 -0.326
O 4.731 -0.586 -1.427
C 3.495 -0.701 1.013
H 5.228 1.437 1.514
H 6.284 1.598 0.199
H 6.203 -0.003 1.083
H 2.484 -1.002 0.739
H 3.492 -0.045 1.884
H 4.104 -1.581 1.218
C -0.894 -5.154 -1.317
S 0.832 -5.240 -0.745
O 1.773 -4.908 -1.869
C 0.830 -3.626 0.236
H -1.536 -5.179 -0.436
H -1.130 -5.931 -2.044
H -1.049 -4.202 -1.825
H 1.820 -3.332 0.583
H 0.295 -3.792 1.171
H 0.329 -2.855 -0.351
C 1.993 6.680 1.341
S 2.811 5.643 2.598
O 1.731 5.245 3.511
C 2.936 4.087 1.533
H 1.109 6.208 0.913
H 2.605 6.853 0.456
H 1.841 7.628 1.858
H 3.257 3.231 2.127
H 3.721 4.150 0.779
H 1.974 3.743 1.154
C -3.038 -0.161 4.712
S -3.035 0.546 6.420
O -1.810 1.496 6.492
C -2.664 -0.949 7.433
H -3.666 -1.049 4.777
H -2.062 -0.397 4.286
H -3.457 0.542 3.991
H -2.285 -0.668 8.416
H -1.872 -1.491 6.916
H -3.571 -1.550 7.482
C -1.961 0.523 -8.507
S -2.061 -0.075 -6.780
O -3.423 -0.580 -6.459
C -0.953 -1.498 -7.143
H -2.397 1.521 -8.565
H -2.471 -0.131 -9.214
H -0.939 0.782 -8.784
H -0.850 -2.080 -6.227
H 0.017 -1.166 -7.514
H -1.522 -2.161 -7.794
C 2.257 3.104 -2.106
S 1.260 4.675 -2.509
O 1.314 4.840 -4.011
C -0.423 3.995 -2.196
H 1.943 2.709 -1.140
H 3.322 3.332 -2.154
H 2.056 2.311 -2.827
H -1.093 4.769 -2.568
H -0.568 3.651 -1.172
H -0.510 3.167 -2.899
C -3.217 -2.019 0.062
S -3.748 -3.426 1.122
O -3.266 -3.145 2.564
C -5.579 -2.983 1.146
H -3.553 -2.284 -0.941
H -2.149 -1.801 0.079
H -3.666 -1.088 0.410
H -5.671 -1.975 1.551
H -6.070 -3.700 1.803
H -6.206 -3.020 0.255
C -1.647 3.352 3.810
S -3.020 4.530 3.642
O -3.383 4.337 2.157
C -4.312 3.673 4.735
H -1.475 3.540 4.869
H -0.772 3.461 3.169
H -1.942 2.303 3.775
H -3.831 3.547 5.705
H -4.549 2.688 4.333
H -5.134 4.388 4.695
C 1.971 0.088 -5.990
S 3.306 0.570 -4.804
O 4.086 -0.703 -4.463
C 4.504 1.401 -6.024
H 1.134 -0.428 -5.519
H 2.242 -0.626 -6.767
H 1.714 1.001 -6.527
H 5.207 1.941 -5.391
H 4.151 2.171 -6.710
H 5.042 0.672 -6.630
C 0.989 -4.505 4.319
S 0.287 -2.783 4.079
O -0.259 -2.265 5.450
C 1.954 -2.008 3.911
H 0.133 -5.138 4.083
H 1.339 -4.669 5.338
H 1.726 -4.636 3.527
H 2.534 -2.140 4.824
H 1.990 -0.921 3.833
H 2.577 -2.431 3.123
C 4.014 0.290 6.340
S 3.882 1.696 5.170
O 4.346 1.075 3.812
C 2.039 1.762 5.171
H 3.792 0.499 7.386
H 5.070 0.028 6.273
H 3.425 -0.595 6.099
H 1.805 2.817 5.033
H 1.912 1.484 6.218
H 1.613 1.089 4.427
*
```

Atomic partial charges in e from the Löwdin method, atoms 1 to 8: atom 1 (Tl): 1.0751, atom 2 (C): -0.2967, atom 3 (O): -0.1015, atom 4 (O): -0.0762, atom 5 (C): -0.5654, atom 6 (F): 0.1350, atom 7 (F): 0.1756, atom 8 (F): 0.1497

***

[2]
ORCA calculation (the ωB97M-V functional and the def2-TZVPD basis) on 9 unconnected molecules or ions with the total composition C30H84F6N7O13S2 at a distorted geometry.

Its largest force on an atom is 0.0451 hartree/bohr. The energy above the lowest of the compared OMol25 structures with the same formula, charge and spin comes out at 1.697 eV. The value obtained for the HOMO energy is -16.930 eV. The value obtained for the LUMO energy is -11.30 eV.

ORCA input file:
```
! wB97M-V def2-TZVPD RIJCOSX def2/J DEFGRID3
* xyz 5 1
C 3.904 -5.029 1.306
C 4.731 -3.767 1.134
C 6.247 -4.049 1.032
O 6.364 -5.144 0.186
C 7.658 -5.444 -0.329
N 4.336 -2.968 -0.073
H 4.949 -2.155 -0.131
H 4.554 -3.512 -0.918
H 3.360 -2.643 -0.148
H 3.994 -5.734 0.478
H 2.840 -4.777 1.290
H 4.133 -5.628 2.184
H 4.616 -3.081 1.976
H 6.662 -4.223 2.028
H 6.722 -3.149 0.610
H 8.290 -5.820 0.479
H 8.131 -4.510 -0.658
H 7.601 -6.133 -1.164
C -3.983 0.533 -2.748
C -5.195 1.451 -2.910
C -5.623 2.023 -1.585
O -6.803 2.755 -1.766
C -7.073 3.741 -0.801
N -4.851 2.697 -3.769
H -5.172 2.601 -4.735
H -5.323 3.515 -3.365
H -3.865 2.945 -3.699
H -4.212 -0.469 -2.413
H -3.393 1.046 -1.980
H -3.425 0.483 -3.684
H -6.045 1.041 -3.452
H -4.858 2.645 -1.094
H -5.820 1.234 -0.850
H -7.907 4.399 -1.026
H -6.177 4.368 -0.673
H -7.272 3.314 0.189
C 6.063 0.277 4.923
C 4.634 0.669 4.590
C 3.657 -0.482 4.471
O 2.364 0.037 4.154
C 1.443 -1.072 4.011
N 4.194 1.664 5.701
H 4.057 1.103 6.545
H 4.899 2.383 5.876
H 3.363 2.138 5.352
H 6.768 1.064 4.642
H 6.415 -0.577 4.342
H 6.303 0.060 5.965
H 4.570 1.286 3.693
H 3.688 -1.089 5.381
H 3.993 -1.125 3.654
H 1.841 -1.871 3.385
H 0.495 -0.706 3.633
H 1.284 -1.450 5.024
C 0.474 1.341 -4.237
C 0.814 0.640 -5.557
C 1.107 -0.838 -5.477
O 1.535 -1.269 -6.752
C 1.679 -2.668 -6.821
N -0.302 0.869 -6.527
H -1.094 0.329 -6.136
H -0.646 1.828 -6.575
H -0.016 0.556 -7.458
H 0.451 2.432 -4.340
H 1.173 1.212 -3.410
H -0.522 1.085 -3.864
H 1.703 1.092 -6.001
H 0.251 -1.486 -5.251
H 1.920 -1.035 -4.768
H 1.952 -3.037 -7.811
H 0.790 -3.267 -6.604
H 2.553 -2.918 -6.205
C -2.275 3.850 2.580
C -1.999 2.348 2.497
C -3.136 1.449 1.926
O -4.361 1.935 2.417
C -4.757 1.651 3.765
N -0.653 2.151 1.795
H -0.633 2.514 0.832
H 0.097 2.699 2.216
H -0.328 1.187 1.587
H -1.417 4.474 2.824
H -3.086 4.132 3.249
H -2.674 4.122 1.596
H -1.880 2.000 3.524
H -2.995 0.427 2.296
H -3.073 1.330 0.839
H -3.897 1.611 4.432
H -5.400 0.784 3.926
H -5.420 2.467 4.058
C 2.133 4.070 -1.701
C 3.406 3.252 -1.507
C 4.614 4.159 -1.332
O 5.710 3.285 -1.086
C 6.790 3.841 -0.342
N 3.275 2.413 -0.257
H 3.126 2.956 0.595
H 2.501 1.731 -0.341
H 4.159 1.918 -0.093
H 1.212 3.526 -1.910
H 2.296 4.761 -2.527
H 1.993 4.654 -0.788
H 3.619 2.495 -2.262
H 4.583 4.810 -0.451
H 4.821 4.736 -2.234
H 7.648 3.183 -0.285
H 6.401 4.141 0.642
H 7.051 4.798 -0.806
C -5.568 -1.686 1.953
C -5.332 -2.759 3.028
C -4.102 -2.507 3.857
O -4.261 -1.265 4.534
C -3.345 -1.165 5.624
N -6.581 -2.836 3.897
H -6.431 -2.384 4.809
H -7.380 -2.277 3.577
H -6.895 -3.799 4.037
H -4.616 -1.547 1.455
H -5.842 -0.732 2.406
H -6.300 -1.979 1.204
H -5.263 -3.710 2.502
H -3.179 -2.534 3.277
H -3.948 -3.294 4.607
H -3.306 -0.116 5.917
H -2.307 -1.391 5.363
H -3.689 -1.778 6.457
C -3.381 -2.649 -4.650
F -2.543 -2.091 -3.761
F -3.414 -3.948 -4.489
F -4.613 -2.166 -4.414
S -2.870 -2.164 -6.427
O -2.517 -0.737 -6.277
O -1.713 -2.999 -6.709
O -4.067 -2.358 -7.194
C -0.500 -1.478 -1.239
F -1.692 -0.874 -1.356
F -0.688 -2.761 -1.013
F 0.114 -1.332 -2.410
S 0.554 -0.698 0.114
O 1.717 -1.591 0.270
O 0.903 0.634 -0.364
O -0.344 -0.618 1.278
*
```

Atomic partial charges in e from the Löwdin method, atoms 1 to 8: atom 1 (C): -0.0163, atom 2 (C): -0.3081, atom 3 (C): -0.2047, atom 4 (O): -0.1916, atom 5 (C): -0.0399, atom 6 (N): 0.2234, atom 7 (H): 0.1593, atom 8 (H): 0.1863

***

[3]
ORCA calculation (the ωB97M-V functional and the def2-TZVPD basis) on 6 unconnected molecules or ions with the total composition C30H84N12O10P4 at a distorted geometry.

Its largest force on an atom is 0.1200 hartree/bohr. The SMILES is CN(C)P(=O)(N(C)C)N(C)C.CN(C)P(=O)(N(C)C)N(C)C.CN(C)P(=O)(N(C)C)N(C)C.CN(C)P(=O)(N(C)C)N(C)C.COC(=O)OC.COC(=O)OC. The energy above the lowest of the compared OMol25 structures with the same formula, charge and spin comes out at 0.000 eV. The value obtained for the HOMO energy is -8.185 eV. The value obtained for the LUMO energy is 0.42 eV.

ORCA input file:
```
! wB97M-V def2-TZVPD RIJCOSX def2/J DEFGRID3
* xyz 0 1
C -1.305 -1.277 1.879
N -0.788 -2.168 0.844
C -1.159 -3.541 0.992
P 0.726 -1.912 0.027
O 0.892 -2.759 -1.128
N 0.879 -0.285 -0.294
C -0.221 0.417 -0.960
C 2.187 0.190 -0.827
N 1.922 -2.072 1.250
C 1.822 -1.479 2.545
C 3.246 -2.666 0.971
H -2.392 -1.286 1.793
H -0.873 -0.291 1.707
H -0.946 -1.420 2.898
H -1.775 -3.784 1.857
H -0.254 -4.132 1.130
H -1.622 -3.984 0.111
H -0.202 0.177 -2.023
H -1.231 0.220 -0.599
H -0.147 1.492 -0.792
H 2.680 -0.645 -1.325
H 1.958 0.916 -1.606
H 2.693 0.780 -0.063
H 1.074 -1.997 3.146
H 2.786 -1.347 3.035
H 1.519 -0.434 2.479
H 3.758 -2.021 0.257
H 3.149 -3.715 0.691
H 3.816 -2.712 1.899
C -3.593 -3.232 -3.314
N -4.146 -1.883 -3.362
C -3.132 -0.769 -3.463
P -5.875 -1.573 -3.110
O -6.763 -2.747 -3.443
N -5.922 -1.064 -1.502
C -5.085 -1.810 -0.566
C -7.154 -0.428 -0.990
N -6.239 -0.129 -3.961
C -5.894 1.239 -3.450
C -7.022 -0.172 -5.236
H -4.444 -3.770 -2.898
H -2.662 -3.295 -2.750
H -3.634 -3.729 -4.283
H -2.097 -1.076 -3.608
H -3.154 -0.178 -2.548
H -3.279 -0.158 -4.354
H -5.346 -2.858 -0.419
H -4.024 -1.768 -0.814
H -5.169 -1.436 0.455
H -7.006 0.067 -0.030
H -7.765 0.225 -1.614
H -7.943 -1.136 -0.735
H -6.715 1.898 -3.731
H -5.814 1.272 -2.363
H -4.944 1.542 -3.891
H -6.487 0.450 -5.954
H -8.030 0.207 -5.070
H -7.021 -1.169 -5.676
C -0.574 2.102 9.114
N 0.175 2.734 8.008
C -0.061 4.141 7.953
P 0.881 1.938 6.616
O 2.217 2.347 6.158
N 1.036 0.289 7.033
C 2.348 -0.305 7.295
C 0.019 -0.759 6.961
N -0.401 1.912 5.433
C -1.744 1.472 5.746
C -0.091 2.069 4.036
H -1.611 2.370 8.913
H -0.311 2.639 10.025
H -0.328 1.044 9.201
H 0.208 4.641 8.883
H -1.110 4.322 7.718
H 0.507 4.648 7.173
H 2.274 -1.073 8.064
H 2.605 -0.819 6.369
H 3.033 0.398 7.770
H -0.151 -1.136 5.953
H 0.115 -1.678 7.540
H -0.887 -0.484 7.501
H -1.906 0.460 5.374
H -1.866 1.452 6.829
H -2.500 2.126 5.313
H -0.191 1.062 3.630
H 0.958 2.316 3.876
H -0.800 2.675 3.473
C 8.672 -3.118 -4.785
N 7.444 -2.550 -5.391
C 7.368 -2.578 -6.847
P 6.175 -1.699 -4.682
O 5.073 -1.370 -5.628
N 5.637 -2.642 -3.266
C 4.764 -2.039 -2.234
C 5.256 -4.096 -3.474
N 7.019 -0.374 -3.944
C 8.106 -0.411 -2.978
C 6.670 0.902 -4.443
H 8.780 -4.153 -5.111
H 8.525 -3.187 -3.707
H 9.537 -2.578 -5.169
H 6.401 -2.895 -7.238
H 7.989 -3.376 -7.254
H 7.588 -1.601 -7.277
H 5.404 -1.503 -1.533
H 4.235 -1.217 -2.717
H 4.130 -2.812 -1.799
H 6.042 -4.680 -3.954
H 5.171 -4.761 -2.615
H 4.393 -4.131 -4.139
H 8.070 -1.283 -2.325
H 9.008 -0.461 -3.588
H 8.029 0.526 -2.427
H 6.632 1.627 -3.630
H 5.675 0.963 -4.884
H 7.331 1.102 -5.287
C 2.380 3.646 -1.539
O 1.070 3.566 -2.109
C -0.016 3.848 -1.579
O -0.199 4.317 -0.452
O -0.959 3.517 -2.485
C -2.322 3.570 -2.189
H 2.448 3.063 -0.621
H 2.695 4.677 -1.379
H 3.200 3.320 -2.179
H -2.598 3.031 -1.283
H -2.895 3.155 -3.018
H -2.571 4.596 -1.919
C -7.433 3.495 -0.153
O -6.368 3.772 0.740
C -5.285 3.003 0.659
O -5.100 2.256 -0.280
O -4.389 3.312 1.625
C -3.120 2.728 1.627
H -8.332 4.056 0.100
H -7.785 2.497 0.107
H -7.051 3.594 -1.169
H -3.132 1.638 1.652
H -2.379 3.108 2.330
H -2.655 2.940 0.665
*
```

Atomic partial charges in e from the Löwdin method, atoms 1 to 8: atom 1 (C): -0.1359, atom 2 (N): -0.2824, atom 3 (C): -0.1402, atom 4 (P): 0.5418, atom 5 (O): -0.2527, atom 6 (N): -0.2860, atom 7 (C): -0.1027, atom 8 (C): -0.0666